1.
{"formula": "C2H4N2S2", "method": "ωB97M-V/def2-TZVPD", "spin_multiplicity": 1, "orbital_gap_ev": [7.08, 6.98], "e_homo_ev": [-8.47, -8.68], "de_lowest_kcal_mol": 156.74, "symbols": ["H", "H", "H", "S", "S", "N", "H", "N", "C", "C"], "xyz": [[1.23, -0.97, -0.49], [1.63, -1.50, 1.13], [-0.85, 1.95, -0.35], [1.21, 0.87, 0.72], [-2.62, 0.40, 0.05], [-1.03, -0.15, 0.09], [0.20, 0.52, -2.07], [-0.45, -1.23, 0.51], [0.94, -0.90, 0.55], [-0.26, 1.01, -0.14]]}

2.
{"formula": "C2H4N2Se", "method": "ωB97M-V/def2-TZVPD", "spin_multiplicity": 1, "orbital_gap_ev": [7.87, 7.87], "e_homo_ev": [-8.60, -8.60], "de_lowest_kcal_mol": 42.83, "symbols": ["H", "H", "N", "Se", "C", "N", "H", "H", "C"], "xyz": [[-1.06, -1.82, 0.81], [0.29, 1.80, -0.19], [1.18, -0.84, 0.55], [-2.46, 0.16, 0.05], [1.28, 1.45, -0.12], [1.28, 0.24, 0.26], [2.23, 1.95, -0.19], [-1.26, -1.66, -1.09], [-1.49, -1.28, -0.08]]}